ORCA calculation (the ωB97M-V functional and the def2-TZVPD basis) on a cluster of 2 separate species, C3HCl2NO in total in a non-equilibrium geometry.

Results
HOMO level (spin up / spin down)   -7.65 / -7.64 eV

Geometry as XYZ:
```
8
C3HCl2NO the ωB97M-V functional and the def2-TZVPD basis
C -1.34 -0.29 -0.22
C -1.29 -0.75 1.06
C 1.19 0.38 -0.29
N -1.46 -0.10 -1.39
O -1.29 -1.31 2.08
Cl 0.79 0.84 -1.90
Cl 1.33 1.61 0.89
H 2.07 -0.38 -0.23
```



ORCA calculation (the ωB97M-V functional and the def2-TZVPD basis) on a structure of composition C3HCl3F2 in a non-equilibrium geometry.

Results
HOMO level   -9.00 eV

Geometry as XYZ:
```
9
C3HCl3F2 the ωB97M-V functional and the def2-TZVPD basis
C 0.67 0.29 0.43
C -0.16 1.26 0.27
C -0.54 1.43 3.90
F 1.52 0.45 1.43
F -0.26 2.34 1.15
Cl -1.18 1.31 -1.15
Cl -0.65 -0.01 3.15
Cl -1.96 2.24 4.01
H 0.84 -0.55 -0.16
```



ORCA calculation (the ωB97M-V functional and the def2-TZVPD basis) on an isolated molecule of C3HClFNO in a non-equilibrium geometry.

Results
HOMO level   -11.41 eV
SMILES   N#C[C@](F)(Cl)C=O

Geometry as XYZ:
```
8
C3HClFNO the ωB97M-V functional and the def2-TZVPD basis
C -0.26 0.40 -0.22
C 0.97 -0.48 -0.22
C -1.05 0.11 1.01
H 1.95 0.22 0.11
N -1.45 -0.51 1.93
O 1.01 -1.55 -0.85
F -0.02 1.72 -0.19
Cl -1.15 0.08 -1.58
```



ORCA calculation (the ωB97M-V functional and the def2-TZVPD basis) on the ion C3HClNO3 with charge -1 in a non-equilibrium geometry.

Results
Charge   -1
HOMO level   -3.65 eV
SMILES   O=c1[nH]oc([O-])c1Cl

Geometry as XYZ:
```
9
C3HClNO3 the ωB97M-V functional and the def2-TZVPD basis
C -0.90 0.26 -0.04
C 0.26 1.03 0.07
C -0.52 -1.21 -0.03
N 1.31 0.09 0.32
O 0.51 2.23 0.04
O -1.17 -2.24 -0.11
O 0.86 -1.23 0.10
Cl -2.52 0.82 -0.16
H 2.18 0.25 -0.17
```



ORCA calculation (the ωB97M-V functional and the def2-TZVPD basis) on a structure of composition C3HCuFO2 in a non-equilibrium geometry.

Results
<S²>   0.771
Spin multiplicity   2
HOMO level (spin up / spin down)   -6.86 / -8.86 eV

Geometry as XYZ:
```
8
C3HCuFO2 the ωB97M-V functional and the def2-TZVPD basis
C 0.55 -0.72 0.07
C -0.07 -0.63 -1.13
O -0.53 0.66 -1.45
C -0.41 1.63 -0.57
O 0.54 0.34 0.84
F 1.58 -1.55 0.25
H 0.07 -1.30 -1.96
Cu -1.54 0.77 1.44
```



ORCA calculation (the ωB97M-V functional and the def2-TZVPD basis) on an isolated molecule of C3HF2I in a non-equilibrium geometry.

Results
HOMO level   -9.78 eV
SMILES   FC1(F)C=C1I

Geometry as XYZ:
```
7
C3HF2I the ωB97M-V functional and the def2-TZVPD basis
C -0.78 -0.70 -0.03
C 0.74 -0.42 -0.03
C -0.24 0.67 0.00
F -0.38 1.52 -1.05
F -0.37 1.46 1.10
I 2.62 -1.16 0.00
H -1.58 -1.39 0.01
```



ORCA calculation (the ωB97M-V functional and the def2-TZVPD basis) on an isolated molecule of C3HF2N in a non-equilibrium geometry.

Results
HOMO level   -10.48 eV
SMILES   N#C/C(F)=C\F

Geometry as XYZ:
```
7
C3HF2N the ωB97M-V functional and the def2-TZVPD basis
C -1.04 0.14 0.01
C 0.29 0.37 0.02
C 1.28 -0.60 -0.01
H -1.76 0.93 0.09
N 2.09 -1.41 -0.01
F -1.61 -1.05 -0.04
F 0.76 1.61 -0.04
```



ORCA calculation (the ωB97M-V functional and the def2-TZVPD basis) on a structure of composition C3HF3O2 in a non-equilibrium geometry.

Results
HOMO level   -10.65 eV

Geometry as XYZ:
```
9
C3HF3O2 the ωB97M-V functional and the def2-TZVPD basis
C 0.17 1.53 -0.53
C -0.73 0.50 -0.02
C 0.31 -1.19 0.47
O 0.85 2.48 -0.37
O -0.31 0.79 -1.46
F 1.29 -1.11 -0.37
F 0.70 -1.15 1.74
F -0.47 -2.19 0.28
H -1.81 0.35 0.26
```



Total energy, respectively: -31703.7687, -46124.8338, -21902.1431, -23282.8280, -54572.6087, -16659.2020, -10050.3544, -15371.4328 eV.